Entry 1:
C12H22CoO7P2Sb2 as an isolated structure, computed with ωB97M-V/def2-TZVPD.

As for the HOMO energy (spin up / spin down): -11.25 / -11.29 eV. The calculation puts the LUMO energy (spin up / spin down) at -3.35 / -5.59 eV. As for the spin multiplicity: 5. The expectation value of S² is 6.01. For the molar mass, the calculation gives 642.7 g/mol. Its largest force on an atom is 2.8 eV Å⁻¹. The value obtained for the electronic energy is -3543.05761 Eh. As for the charge: +1.

Last column: Mulliken charge in e.
Atoms and positions in Å:
Co  3.313  -1.911  0.278  0.48
O  -0.017  -4.099  1.758  -0.44
P  1.106  -3.283  0.998  0.92
O  2.489  -3.917  0.941  -0.71
O  1.149  -1.839  1.473  -0.53
O  0.511  -3.184  -0.612  -0.10
P  1.044  -2.159  -1.708  0.68
O  0.502  -2.488  -3.156  -0.47
O  2.589  -2.074  -1.653  -0.71
O  0.473  -0.745  -1.474  -0.21
H  0.225  -5.038  1.976  0.36
H  0.859  -3.316  -3.581  0.38
C  -2.700  -2.318  2.129  -1.21
Sb  -1.506  -1.159  0.711  1.00
C  -3.002  -0.512  -0.755  -1.12
C  -0.978  0.728  1.840  -1.73
C  -1.031  1.906  0.970  0.66
C  -2.259  2.590  0.898  -0.44
C  -2.418  3.744  0.137  -0.71
C  -1.338  4.212  -0.630  -0.73
C  -0.137  3.525  -0.580  -0.32
C  0.066  2.407  0.216  1.16
C  1.407  1.794  0.276  -1.84
Sb  2.073  0.822  -1.608  0.89
C  0.711  1.588  -3.132  -1.21
C  4.541  -0.631  1.060  -0.91
H  -2.108  -2.526  3.052  0.36
H  -2.912  -3.286  1.633  0.35
H  -3.648  -1.792  2.346  0.45
H  -2.716  0.504  -1.105  0.26
H  -3.989  -0.523  -0.271  0.42
H  -2.977  -1.241  -1.589  0.41
H  0.013  0.465  2.245  0.46
H  -1.724  0.816  2.645  0.66
H  -3.079  2.197  1.500  0.37
H  -3.356  4.273  0.139  0.43
H  -1.417  5.138  -1.220  0.40
H  0.724  3.900  -1.152  0.48
H  1.524  0.984  1.013  0.33
H  2.186  2.572  0.438  0.65
H  0.971  2.618  -3.404  0.41
H  -0.297  1.545  -2.742  0.27
H  0.831  0.936  -3.998  0.40
H  4.469  0.355  0.571  0.15
H  5.581  -1.037  0.989  0.37
H  4.255  -0.543  2.136  0.24

---

Entry 2:
A 11-piece molecular cluster, C12H46N10O11 overall, computed with ωB97M-V/def2-TZVPD.

As for the SMILES: NC(N)=O.NC(N)=O.NC(N)=O.NC(N)=O.NC(N)=O.CCO.CO.CO.CO.CO.CO. As for the HOMO energy: -9.23 eV. The calculation puts the LUMO energy at 0.04 eV. For the molar mass, the calculation gives 506.6 g/mol. Its largest force on an atom is 5.6 eV Å⁻¹. The value obtained for the electronic energy is -1860.06117 Eh. The value obtained for the energy above the lowest of the compared OMol25 structures with the same formula, charge and spin is 244.3 kJ/mol.

Last column: Mulliken charge in e.
Atoms and positions in Å:
C  7.362  15.177  8.148  0.59
O  7.340  14.167  7.439  -0.78
N  6.954  16.355  7.669  -0.42
N  7.958  15.301  9.313  -0.15
H  6.328  16.460  6.883  0.25
H  7.304  17.114  8.235  0.11
H  8.491  14.529  9.688  0.26
H  7.844  16.184  9.790  0.14
C  10.020  12.363  10.853  0.28
O  10.929  11.666  10.454  -0.77
N  10.109  13.116  11.908  0.58
N  8.877  12.531  10.279  0.21
H  9.428  13.853  12.021  -0.03
H  11.008  13.171  12.366  -0.04
H  8.169  13.123  10.688  0.12
H  8.682  12.019  9.431  -0.23
C  5.725  9.350  9.735  0.57
O  4.980  8.782  10.487  -0.73
N  5.714  10.644  9.632  -0.20
N  6.705  8.883  9.005  -0.31
H  4.999  11.215  10.059  0.11
H  6.438  11.150  9.141  0.31
H  6.849  7.887  9.091  0.17
H  7.307  9.459  8.435  0.24
C  9.748  16.276  13.458  0.60
O  10.906  16.023  13.623  -0.60
N  9.224  17.059  12.566  -0.39
N  8.769  15.646  14.079  -0.24
H  8.226  17.209  12.602  0.18
H  9.849  17.542  11.936  0.23
H  7.797  15.768  13.832  0.16
H  9.140  14.901  14.650  0.16
C  6.638  12.750  12.997  0.63
O  7.052  13.433  12.108  -0.80
N  7.359  12.434  14.095  -0.21
N  5.452  12.285  13.115  -0.39
H  6.909  11.762  14.700  0.16
H  8.346  12.633  14.179  0.12
H  5.236  11.783  13.965  0.13
H  4.833  12.404  12.327  0.26
C  8.527  11.302  6.750  -0.56
O  7.579  11.559  7.751  -0.51
H  8.939  10.293  6.728  0.33
H  8.131  11.436  5.744  0.36
H  9.369  11.972  6.922  -0.06
H  7.276  12.448  7.554  0.33
C  11.297  10.333  14.089  -0.71
O  11.937  11.281  14.892  -0.51
H  11.994  9.603  13.677  0.47
H  10.490  9.890  14.674  0.38
H  10.787  10.821  13.259  0.08
H  12.562  10.889  15.506  0.28
C  9.600  13.467  16.754  -0.79
O  9.947  13.541  15.385  -0.41
H  9.005  14.321  17.078  0.29
H  9.035  12.536  16.802  0.26
H  10.563  13.284  17.230  0.32
H  10.649  12.896  15.278  0.10
C  11.724  13.636  7.066  -0.44
O  12.526  13.277  8.195  -0.59
H  12.305  14.018  6.227  0.35
H  11.288  12.743  6.617  0.14
H  10.902  14.284  7.368  0.16
H  11.991  12.860  8.874  0.26
C  13.542  12.841  11.943  -0.13
O  13.310  14.194  12.265  -0.46
H  13.518  12.717  10.860  0.12
H  14.498  12.560  12.384  0.38
H  12.803  12.152  12.350  -0.14
H  13.485  14.366  13.193  0.27
C  11.279  6.621  10.628  -1.35
C  10.908  7.970  11.102  0.48
O  11.390  8.862  10.096  -0.52
H  12.339  6.418  10.779  0.32
H  11.040  6.440  9.580  0.33
H  10.698  5.847  11.130  0.38
H  11.406  8.272  12.023  -0.13
H  9.854  8.057  11.363  0.27
H  11.058  9.734  10.322  0.36